No. 1
This record from the OMol25 dataset describes a molecular structure, C6H12O. The level of theory is the ωB97M-V functional and the def2-TZVPD basis.

Last column: Mulliken charge in e.
Positions of all 19 atoms, in Å:
C  -2.065  -1.498  0.278  -1.18
C  -0.668  -1.310  -0.310  -0.70
C  0.015  -0.015  0.157  0.89
C  1.463  0.080  -0.347  -0.72
C  2.194  1.323  0.155  -1.19
C  -0.763  1.156  -0.358  -0.95
O  -1.297  1.958  0.524  -0.33
H  -2.516  -2.433  -0.071  0.38
H  -2.030  -1.527  1.373  0.30
H  -2.732  -0.676  -0.007  0.29
H  -0.028  -2.155  -0.029  0.37
H  -0.719  -1.306  -1.406  0.32
H  -0.007  0.049  1.259  0.13
H  1.458  0.065  -1.445  0.32
H  1.996  -0.823  -0.023  0.37
H  3.232  1.339  -0.193  0.38
H  2.204  1.358  1.251  0.30
H  1.708  2.240  -0.199  0.29
H  -1.444  2.174  -0.611  0.73

Summary:
Energy (eV): -8460.445
Orbital gap (eV): 9.533
HOMO (eV): -8.56

=====

No. 2
This record from the OMol25 dataset describes a single C6H12O molecule. The level of theory is the ωB97M-V functional and the def2-TZVPD basis.

Last column: Mulliken charge in e.
Positions of all 19 atoms, in Å:
C  0.859  -2.563  -0.015  -1.26
C  0.483  -1.140  0.226  -0.30
C  0.732  -0.109  -0.840  -0.27
C  0.954  1.149  -0.155  -0.67
C  -0.233  2.040  -0.063  -0.52
C  -1.334  1.223  0.658  -0.06
O  -2.428  1.016  -0.215  -0.56
H  0.379  -2.892  -0.951  0.29
H  1.935  -2.781  -0.090  0.30
H  0.445  -3.151  0.813  0.33
H  0.453  -0.822  1.266  0.43
H  -0.956  0.233  0.941  0.11
H  0.004  -0.066  -1.667  0.28
H  1.702  -0.398  -1.288  0.35
H  1.831  1.318  0.460  0.39
H  -0.611  2.254  -1.077  0.26
H  -0.038  2.991  0.440  0.32
H  -1.626  1.742  1.579  0.25
H  -2.765  0.132  -0.027  0.32

Summary:
Energy (eV): -8459.931
Orbital gap (alpha / beta) (eV): 8.533 / 7.771
HOMO (alpha / beta) (eV): -7.74 / -7.34

=====

No. 3
This record from the OMol25 dataset describes a single C6H12O molecule. The level of theory is the ωB97M-V functional and the def2-TZVPD basis.

Last column: Mulliken charge in e.
Positions of all 19 atoms, in Å:
C  -2.094  -1.515  0.288  -1.24
C  -0.714  -1.271  -0.314  -0.70
C  -0.037  0.015  0.187  0.69
C  1.398  0.113  -0.360  -0.69
C  2.168  1.331  0.142  -1.23
C  -0.862  1.282  -0.031  -0.25
O  -1.229  1.963  0.900  -0.47
H  -2.506  -2.472  -0.049  0.38
H  -2.047  -1.537  1.382  0.32
H  -2.801  -0.727  0.004  0.31
H  -0.052  -2.109  -0.050  0.33
H  -0.772  -1.269  -1.412  0.34
H  0.019  -0.028  1.283  0.16
H  1.389  0.092  -1.459  0.33
H  1.923  -0.801  -0.048  0.33
H  3.211  1.301  -0.194  0.39
H  2.166  1.373  1.238  0.32
H  1.725  2.264  -0.224  0.31
H  -1.149  1.623  -1.051  0.36

Summary:
Energy (eV): -8463.879
Orbital gap (eV): 10.769
SMILES: CCC(C=O)CC
HOMO (eV): -9.68

=====

No. 4
This record from the OMol25 dataset describes a single C6H12O molecule. The level of theory is the ωB97M-V functional and the def2-TZVPD basis.

Last column: Mulliken charge in e.
Positions of all 19 atoms, in Å:
C  -0.330  -1.025  1.401  -1.54
C  0.272  -1.177  -0.002  1.35
O  1.168  -2.247  -0.148  -0.54
C  -0.604  -0.769  -1.153  -1.18
C  0.659  0.010  -0.850  -0.22
C  0.795  1.392  -0.242  -0.68
C  -0.558  2.013  0.051  -1.16
H  -1.425  -0.949  1.370  0.34
H  0.043  -0.150  1.943  0.25
H  -0.091  -1.900  2.017  0.42
H  0.741  -3.058  0.149  0.35
H  -0.573  -1.378  -2.050  0.32
H  -1.579  -0.357  -0.904  0.25
H  1.423  -0.199  -1.596  0.41
H  -1.103  1.968  -0.900  0.28
H  1.343  2.051  -0.927  0.41
H  1.433  1.293  0.647  0.32
H  -0.492  3.047  0.405  0.37
H  -1.122  1.436  0.791  0.25

Summary:
Energy (eV): -8463.012
Orbital gap (eV): 10.287
SMILES: CC[C@@H]1C[C@@]1(C)O
HOMO (eV): -9.33

=====

No. 5
This record from the OMol25 dataset describes a single C6H12O molecule. The level of theory is the ωB97M-V functional and the def2-TZVPD basis.

Last column: Mulliken charge in e.
Positions of all 19 atoms, in Å:
C  -0.816  -1.643  -0.574  -1.57
C  -0.667  -0.127  -0.500  0.46
C  -1.181  0.514  0.797  -0.74
C  -0.372  1.811  0.881  -0.46
O  0.805  1.627  0.105  -0.47
C  0.779  0.399  -0.615  0.34
C  1.896  -0.513  -0.115  -1.46
H  -1.871  -1.927  -0.640  0.42
H  -0.306  -2.058  -1.452  0.35
H  -0.393  -2.125  0.315  0.33
H  -1.225  0.324  -1.331  0.31
H  -0.994  -0.133  1.664  0.28
H  -2.260  0.703  0.756  0.38
H  -0.077  2.057  1.909  0.27
H  -0.937  2.666  0.484  0.27
H  0.983  0.621  -1.671  0.25
H  1.699  -0.918  0.884  0.29
H  2.059  -1.350  -0.805  0.35
H  2.824  0.066  -0.067  0.39

Summary:
Energy (eV): -8463.934
Orbital gap (eV): 10.518
SMILES: C[C@@H]1OCC[C@@H]1C
HOMO (eV): -9.43

=====

No. 6
This record from the OMol25 dataset describes 2 unconnected molecules or ions with the total composition C6H12O. The level of theory is the ωB97M-V functional and the def2-TZVPD basis.

Last column: Mulliken charge in e.
Positions of all 19 atoms, in Å:
C  1.492  -1.437  -0.051  -0.73
O  0.155  -1.446  -0.475  -0.25
C  0.370  1.409  1.248  -0.43
C  -0.466  1.725  0.027  -0.28
C  -1.675  1.200  0.864  -0.43
C  -0.662  0.954  1.961  -0.41
C  0.054  -1.554  -1.869  -0.74
H  1.490  -1.372  1.039  0.24
H  2.036  -0.567  -0.457  0.30
H  2.021  -2.352  -0.363  0.32
H  1.435  1.506  1.445  0.44
H  -0.522  2.782  -0.258  0.32
H  -0.243  1.121  -0.859  -0.05
H  -2.151  0.302  0.455  0.19
H  -2.442  1.951  1.085  0.28
H  -0.761  0.539  2.961  0.38
H  -1.008  -1.508  -2.125  0.22
H  0.580  -0.729  -2.379  0.33
H  0.472  -2.506  -2.235  0.29

Summary:
Energy (eV): -8461.595
Orbital gap (eV): 10.310
SMILES: C1=CCC1.COC
HOMO (eV): -9.22

=====

No. 7
This record from the OMol25 dataset describes a single C6H12O molecule. The level of theory is the ωB97M-V functional and the def2-TZVPD basis.

Last column: Mulliken charge in e.
Positions of all 19 atoms, in Å:
C  1.442  0.408  1.536  -0.65
C  0.652  0.429  -0.888  -0.48
C  1.237  -0.750  -1.578  -0.87
O  0.398  -0.409  0.981  -0.39
C  -0.524  0.123  -0.016  1.64
C  -1.315  1.323  0.491  -1.53
C  -1.494  -0.986  -0.413  -1.63
H  1.598  0.019  2.544  0.25
H  1.183  1.468  1.574  0.30
H  2.375  0.313  0.969  0.23
H  1.147  -0.524  -2.650  0.34
H  0.821  -1.748  -1.388  0.30
H  2.320  -0.775  -1.393  0.28
H  -1.914  1.733  -0.330  0.39
H  -2.002  1.022  1.292  0.38
H  -0.666  2.122  0.854  0.32
H  -2.261  -1.147  0.351  0.39
H  -0.992  -1.937  -0.597  0.38
H  -2.003  -0.682  -1.337  0.36

Summary:
Energy (eV): -8459.800
Orbital gap (eV): 8.578
HOMO (eV): -7.94

=====

No. 8
This record from the OMol25 dataset describes a single C6H12O molecule. The level of theory is the ωB97M-V functional and the def2-TZVPD basis.

Last column: Mulliken charge in e.
Positions of all 19 atoms, in Å:
C  1.741  -0.256  -1.214  -1.43
C  1.097  0.382  -0.002  0.10
O  0.779  1.767  -0.234  -0.44
C  -0.581  1.573  0.173  -0.73
C  -0.377  0.058  0.343  1.78
C  -0.641  -0.601  1.698  -1.62
C  -1.143  -0.741  -0.715  -1.92
H  2.691  0.241  -1.434  0.39
H  1.934  -1.322  -1.047  0.33
H  1.096  -0.146  -2.090  0.29
H  1.756  0.288  0.875  0.27
H  -1.280  1.841  -0.632  0.26
H  -0.835  2.155  1.069  0.30
H  0.049  -0.320  2.505  0.42
H  -0.568  -1.687  1.575  0.38
H  -1.658  -0.382  2.042  0.36
H  -0.776  -1.772  -0.759  0.39
H  -1.082  -0.314  -1.724  0.43
H  -2.200  -0.765  -0.429  0.45

Summary:
Energy (eV): -8463.259
Orbital gap (eV): 10.459
SMILES: C[C@H]1OCC1(C)C
HOMO (eV): -9.52

=====

No. 9
This record from the OMol25 dataset describes a single C6H12O molecule. The level of theory is the ωB97M-V functional and the def2-TZVPD basis.

Last column: Mulliken charge in e.
Positions of all 19 atoms, in Å:
C  2.751  -0.387  0.433  -1.18
C  1.625  -0.321  -0.606  -0.51
C  0.352  0.316  -0.036  -0.24
C  -1.907  1.406  -0.160  -0.83
C  -2.416  0.051  -0.041  -0.32
C  -1.259  -0.984  0.148  -0.45
O  -0.240  -0.502  0.966  -0.36
H  3.030  0.616  0.783  0.31
H  2.431  -0.973  1.303  0.29
H  3.648  -0.858  0.010  0.37
H  1.942  0.273  -1.476  0.29
H  1.388  -1.330  -0.974  0.31
H  0.567  1.326  0.323  0.35
H  -1.572  1.926  0.735  0.33
H  -2.207  2.042  -0.994  0.31
H  -3.043  -0.276  -0.878  0.28
H  -2.999  -0.061  0.890  0.30
H  -1.571  -2.003  0.444  0.32
H  -0.519  -0.259  -0.871  0.44

Summary:
Energy (eV): -8458.205
Orbital gap (alpha / beta) (eV): 8.189 / 8.038
HOMO (alpha / beta) (eV): -7.88 / -7.46

=====

No. 10
This record from the OMol25 dataset describes 2 unconnected molecules or ions with the total composition C6H12O. The level of theory is the ωB97M-V functional and the def2-TZVPD basis.

Last column: Mulliken charge in e.
Positions of all 19 atoms, in Å:
C  1.414  -1.048  0.107  -0.54
C  1.102  -2.334  0.364  -0.73
C  -0.839  -0.249  -0.694  -0.40
C  0.488  0.057  -0.469  1.21
C  1.104  1.315  -0.788  -1.57
C  -1.969  0.736  -1.207  -1.21
H  2.406  -0.655  0.169  0.34
H  0.331  -2.843  -0.070  0.33
H  1.721  -2.973  1.038  0.23
H  -1.321  -1.059  -0.272  0.30
H  1.852  1.623  -0.197  0.50
H  0.365  2.210  -0.799  0.29
H  1.371  1.372  -1.875  0.31
H  -1.999  1.482  -0.391  0.30
H  -2.933  0.294  -1.309  0.38
H  -1.717  1.120  -2.219  0.27
H  0.158  -0.076  2.439  0.35
H  -1.229  0.463  3.125  0.30
O  -0.306  0.566  3.048  -0.66

Summary:
Energy (eV): -8461.484
Orbital gap (eV): 9.078
SMILES: C=C/C(C)=C/C.O
HOMO (eV): -8.45

=====

No. 11
This record from the OMol25 dataset describes 2 unconnected molecules or ions with the total composition C6H12O. The level of theory is the ωB97M-V functional and the def2-TZVPD basis.

Last column: Mulliken charge in e.
Positions of all 19 atoms, in Å:
C  1.153  -0.419  2.865  -1.12
C  0.812  0.166  1.540  -0.02
C  0.321  -0.536  0.527  -0.62
C  -0.007  0.105  -0.759  -0.33
C  0.835  0.392  -1.737  0.03
C  0.405  1.124  -2.982  -1.09
H  1.995  -1.106  2.743  0.28
H  0.369  -1.067  3.302  0.26
H  1.536  0.187  3.698  0.32
H  0.925  1.235  1.449  0.38
H  0.069  -1.593  0.608  0.42
H  -1.059  0.398  -0.821  0.25
H  1.896  0.178  -1.795  0.35
H  -0.199  0.479  -3.645  0.28
H  -0.205  1.987  -2.705  0.29
H  1.268  1.281  -3.640  0.32
H  -2.657  -0.820  0.824  0.32
H  -3.867  -1.269  -0.108  0.32
O  -3.589  -0.722  0.636  -0.65

Summary:
Energy (eV): -8462.368
Orbital gap (eV): 10.269
SMILES: C/C=C/C=C/C.O
HOMO (eV): -9.30

=====

No. 12
This record from the OMol25 dataset describes a single C6H12O molecule. The level of theory is the ωB97M-V functional and the def2-TZVPD basis.

Last column: Mulliken charge in e.
Positions of all 19 atoms, in Å:
C  1.816  0.633  0.138  -0.37
O  2.137  -0.180  -0.995  -0.52
C  0.417  1.482  -0.257  -0.65
C  -0.652  0.554  -1.117  -0.42
C  -0.669  -0.907  -0.489  -0.63
C  -1.889  -1.437  1.583  -0.78
C  -0.755  -0.980  0.994  0.03
H  1.553  0.020  1.056  0.09
H  2.747  1.257  0.411  0.36
H  2.731  0.469  -1.544  0.34
H  0.067  2.010  0.668  0.31
H  0.796  2.250  -0.947  0.38
H  -1.834  0.973  -1.239  0.25
H  -0.318  0.425  -2.061  0.30
H  -1.557  -1.476  -0.905  0.38
H  0.207  -1.468  -0.920  0.32
H  -2.847  -1.182  1.086  0.26
H  -1.925  -1.708  2.752  0.23
H  -0.025  -0.734  1.786  0.12

Summary:
Energy (eV): -8460.702
Orbital gap (eV): 9.865
SMILES: C=CCCCCO
HOMO (eV): -9.05

=====

Question: Among the records above, which one has the highest energy?
Answer: number 9

=====

Please write out number 4 again, unchanged.
This record from the OMol25 dataset describes a single C6H12O molecule. The level of theory is the ωB97M-V functional and the def2-TZVPD basis.

Last column: Mulliken charge in e.
Positions of all 19 atoms, in Å:
C  -0.330  -1.025  1.401  -1.54
C  0.272  -1.177  -0.002  1.35
O  1.168  -2.247  -0.148  -0.54
C  -0.604  -0.769  -1.153  -1.18
C  0.659  0.010  -0.850  -0.22
C  0.795  1.392  -0.242  -0.68
C  -0.558  2.013  0.051  -1.16
H  -1.425  -0.949  1.370  0.34
H  0.043  -0.150  1.943  0.25
H  -0.091  -1.900  2.017  0.42
H  0.741  -3.058  0.149  0.35
H  -0.573  -1.378  -2.050  0.32
H  -1.579  -0.357  -0.904  0.25
H  1.423  -0.199  -1.596  0.41
H  -1.103  1.968  -0.900  0.28
H  1.343  2.051  -0.927  0.41
H  1.433  1.293  0.647  0.32
H  -0.492  3.047  0.405  0.37
H  -1.122  1.436  0.791  0.25

Summary:
Energy (eV): -8463.012
Orbital gap (eV): 10.287
SMILES: CC[C@@H]1C[C@@]1(C)O
HOMO (eV): -9.33

=====

Question: Among the records above, which one has the lowest energy?
Answer: number 5